Molecular formula: C39H31Cl5P2SrTe
Method: DFT, ωB97M-V/def2-TZVPD

Geometry (Å):
Sr -0.59096 -1.11774 -1.73387
C -0.46981 1.10229 3.57497
C -1.72458 0.71868 2.78906
P -1.51825 0.62912 0.94297
C -0.77645 2.25230 0.61424
C -1.33679 3.45903 1.03484
C -0.68389 4.65558 0.79426
C 0.54432 4.66156 0.14249
C 1.12200 3.46777 -0.25966
C 0.46148 2.27111 -0.02107
C -3.28736 0.71837 0.49255
C -3.93367 1.81165 -0.07537
C -5.28531 1.74517 -0.37880
C -6.00833 0.58788 -0.12730
C -5.37162 -0.51148 0.43050
C -4.02000 -0.44335 0.73390
C 0.55989 0.00100 3.80961
P 1.44534 -0.67641 2.33651
C 2.21468 -2.11324 3.16747
C 1.71292 -3.38379 2.90738
C 2.22248 -4.49705 3.56274
C 3.24440 -4.34697 4.48595
C 3.75363 -3.08241 4.75590
C 3.24081 -1.97477 4.10299
C 2.89279 0.42190 2.13821
C 4.03621 -0.07777 1.51241
C 5.11613 0.74622 1.24628
C 5.07277 2.09114 1.59254
C 3.94227 2.60057 2.21013
C 2.86085 1.77244 2.48071
H -0.78748 1.45799 4.56008
H -0.01899 1.96748 3.08850
H -2.49016 1.48357 2.95732
H -2.14876 -0.22638 3.13793
H -2.28932 3.46676 1.55177
H -1.13227 5.58688 1.11412
H 1.04985 5.59854 -0.04835
H 2.08247 3.46260 -0.75665
H 0.93614 1.33689 -0.31219
H -3.37502 2.70366 -0.32420
H -5.77250 2.60124 -0.82788
H -7.06029 0.53927 -0.37340
H -5.92274 -1.42157 0.62618
H -3.53174 -1.31190 1.16844
H 0.06983 -0.87491 4.24674
H 1.29825 0.33964 4.54526
H 0.91933 -3.50646 2.17923
H 1.82657 -5.47932 3.34283
H 3.64886 -5.21292 4.99254
H 4.55347 -2.96249 5.47481
H 3.65144 -0.99299 4.30839
H 4.08629 -1.12199 1.23162
H 5.99428 0.33712 0.76441
H 5.91633 2.73472 1.38306
H 3.89619 3.64685 2.48444
H 1.99191 2.19661 2.96102
Cl -0.23095 -2.19933 -4.95404
C 1.18865 -2.81536 -4.09678
C 1.21005 -2.61244 -2.73523
C 2.31812 -3.10742 -2.08737
Cl 2.38518 -2.85374 -0.34187
C 3.36106 -3.77447 -2.71658
Cl 4.71406 -4.36934 -1.83075
C 3.28706 -3.95477 -4.10033
Cl 4.54900 -4.77744 -4.93026
C 2.18685 -3.46849 -4.80880
Cl 2.08478 -3.68128 -6.51358
Te -1.41147 1.58755 -2.87751
C -2.78599 1.00313 -4.38166
C -4.15532 1.14162 -4.15972
C -5.07039 0.76487 -5.13266
C -4.63369 0.24085 -6.34100
C -3.27303 0.10360 -6.57063
C -2.35526 0.48320 -5.59945
H -4.50608 1.53896 -3.21544
H -6.13042 0.87894 -4.94232
H -5.34761 -0.05374 -7.09866
H -2.91752 -0.29974 -7.51048
H -1.29496 0.38715 -5.79343

Atoms 1-6, force components in eV/Å:
-0.178 -0.113 0.441
-0.105 0.059 0.109
0.045 0.073 0.001
-0.135 -0.246 -0.187
-0.013 0.072 0.034
0.006 0.003 0.033

Summary:
HOMO-LUMO gap (eV): 6.54
E_LUMO (eV): -0.46

***

Molecular formula: C39H33Cl2CsN3O3P2
Method: DFT, ωB97M-V/def2-TZVPD

Geometry (Å):
Cs -0.21116 0.15339 0.13166
N -3.21486 0.42066 1.63563
C -3.91242 -0.53849 2.36537
C -5.18394 -0.22695 2.86047
C -5.87827 -1.13608 3.63312
C -5.32676 -2.37644 3.93023
C -4.06797 -2.68478 3.44398
C -3.34079 -1.78710 2.66725
P -1.65332 -2.08607 1.98846
C -0.72211 -2.24765 3.55261
C -1.06150 -1.42327 4.62611
C -0.31306 -1.43486 5.79348
C 0.78425 -2.27572 5.90882
C 1.13218 -3.09384 4.84424
C 0.39313 -3.07413 3.67138
C -1.83948 -3.80375 1.39505
C -1.78915 -4.94033 2.19640
C -1.98662 -6.19987 1.64936
C -2.24321 -6.33880 0.29416
C -2.29389 -5.21240 -0.51418
C -2.08563 -3.95677 0.03285
H -3.81294 1.11510 1.21317
H -2.56402 0.06458 0.94598
H -5.62012 0.73866 2.62989
H -6.86308 -0.87698 4.00324
H -5.87153 -3.09263 4.53166
H -3.63161 -3.64997 3.66978
H -1.92167 -0.76830 4.55366
H -0.59313 -0.78435 6.61302
H 1.36830 -2.28819 6.82074
H 1.99420 -3.74536 4.91656
H 0.69792 -3.68736 2.83640
H -1.58376 -4.84482 3.25503
H -1.93628 -7.07497 2.28581
H -2.39339 -7.32230 -0.13356
H -2.47963 -5.31182 -1.57632
H -2.09874 -3.08314 -0.60884
N 3.33987 -0.63976 -0.85719
C 4.01439 0.03238 -1.84975
C 5.29286 -0.42178 -2.21956
C 6.03323 0.23986 -3.17424
C 5.53104 1.37923 -3.79840
C 4.27803 1.83369 -3.43545
C 3.50539 1.18968 -2.47052
P 1.86039 1.80545 -1.95075
C 2.27707 3.48899 -1.37330
C 3.49450 3.72991 -0.73720
C 3.77328 4.97447 -0.19176
C 2.84263 5.99903 -0.27911
C 1.62748 5.76681 -0.90763
C 1.34264 4.52106 -1.44291
C 1.03222 2.12189 -3.55072
C 1.20801 3.26561 -4.32677
C 0.53937 3.41051 -5.53170
C -0.31749 2.41477 -5.97866
C -0.51049 1.27713 -5.21069
C 0.15421 1.13790 -4.00163
H 3.64923 -1.57799 -0.64671
H 2.33696 -0.55996 -0.81107
H 5.68625 -1.31127 -1.74148
H 7.01290 -0.13831 -3.44114
H 6.10913 1.89850 -4.55133
H 3.87812 2.72219 -3.90915
H 4.23470 2.94232 -0.66825
H 4.72351 5.13997 0.30109
H 3.06106 6.97174 0.14391
H 0.88505 6.55253 -0.97205
H 0.37873 4.34744 -1.89993
H 1.85930 4.05798 -3.97749
H 0.68230 4.30808 -6.12082
H -0.84523 2.53301 -6.91680
H -1.19295 0.50406 -5.53972
H -0.02389 0.25832 -3.39348
Cl -2.44451 4.58730 0.58841
C -2.82420 3.53690 -0.77959
Cl -2.68065 4.44520 -2.30992
C -1.88424 2.30456 -0.88065
O -2.45007 1.27617 -1.29517
O -0.69661 2.45074 -0.55136
H -3.86242 3.23715 -0.69778
O 2.63739 -3.78782 0.14783
C 1.72390 -3.05406 0.43778
N 0.85162 -2.29649 0.71013

Atoms 1-6, force components in eV/Å:
0.997 -1.507 0.686
-0.063 0.185 -0.161
-0.010 -0.119 0.074
0.004 -0.013 0.014
-0.048 0.019 0.014
0.000 -0.062 0.032

Summary:
Total charge: -1
HOMO-LUMO gap (eV): 7.72
E_LUMO (eV): 2.15

***

Molecular formula: C39H33N3O18
Method: DFT, ωB97M-V/def2-TZVPD

Geometry (Å):
C -3.26476 -1.03569 3.09077
N -2.81702 0.43658 2.93154
O -1.84574 0.75985 3.55734
O -3.43545 1.12104 2.14398
H -2.41211 -1.70971 3.00838
H -4.10812 -1.23574 2.42984
H -3.60583 -1.00918 4.12570
C 0.31320 -1.05445 0.58627
N -0.56973 0.13511 0.29533
O -1.74064 -0.13442 0.12123
O -0.00778 1.23060 0.24165
H 1.01668 -0.80868 1.38177
H 0.70159 -1.49876 -0.33016
H -0.40457 -1.69301 1.10119
C -1.99238 3.68930 2.24390
N -3.15294 4.29681 1.47926
O -2.98955 4.44266 0.28590
O -4.04583 4.76887 2.10824
H -1.61065 2.79540 1.75063
H -2.39804 3.34889 3.19661
H -1.33626 4.53573 2.44683
C -3.09123 -2.63404 -5.20727
C -2.15611 -1.75671 -4.83909
C -2.07011 -1.01507 -3.53702
O -1.18088 -0.24540 -3.17039
C -3.23730 -1.41732 -2.72332
C -4.31930 -2.15190 -3.14684
C -4.31043 -2.90831 -4.44905
O -5.20336 -3.62126 -4.82156
H -2.91765 -3.22097 -6.09709
H -1.30374 -1.60531 -5.48480
H -3.28691 -0.94450 -1.75359
H -5.11213 -2.33866 -2.43765
C -0.71819 5.37340 -1.97593
C 0.35787 4.78650 -1.41895
C 1.68294 5.10735 -1.76430
O 2.66833 4.53083 -1.33953
C 1.81965 6.23752 -2.61807
C 0.76844 6.97869 -3.11712
C -0.62178 6.52024 -2.88445
O -1.59871 7.06899 -3.44810
H -1.70251 4.96965 -1.79016
H 0.25476 4.00762 -0.67793
H 2.85313 6.41244 -2.87827
H 1.09525 7.78650 -3.75512
C 1.66837 -4.07705 -1.49479
C 0.82895 -4.26167 -0.48472
C -0.54144 -4.86983 -0.63177
O -1.31984 -5.11066 0.29863
C -1.00178 -4.71318 -2.04959
C -0.09331 -4.57332 -3.04607
C 1.35337 -4.31755 -2.87486
O 2.14909 -4.32003 -3.74412
H 2.66506 -3.67127 -1.40341
H 1.17116 -3.99772 0.50504
H -2.02227 -4.87656 -2.36313
H -0.39287 -4.74236 -4.06983
C 2.09156 -0.36126 -4.87259
C 2.75619 -0.97027 -3.82206
C 2.60461 -0.53979 -2.44818
O 2.86910 -1.12240 -1.37729
C 1.96883 0.77243 -2.40517
C 1.46681 1.43820 -3.44669
C 1.45089 0.93440 -4.89572
O 0.99121 1.41464 -5.89098
H 2.26002 -0.92596 -5.77765
H 3.18285 -1.94321 -4.01638
H 1.66200 1.19092 -1.45800
H 1.06546 2.42384 -3.26272
C 3.18355 2.86294 1.86493
C 3.75598 1.68238 2.22999
C 3.00107 0.68609 2.95042
O 3.43011 -0.40404 3.21378
C 1.71085 1.20713 3.46434
C 1.15232 2.34434 3.15644
C 1.80406 3.28630 2.16852
O 1.28433 4.30578 1.79084
H 3.83720 3.65711 1.53564
H 4.78397 1.45575 1.98856
H 1.31388 0.56685 4.23821
H 0.24210 2.70124 3.61527
C 0.75653 -2.77060 7.05415
C 0.28242 -2.19407 5.90830
C 0.50745 -2.73747 4.57966
O 0.16491 -2.28255 3.49770
C 1.41851 -3.90674 4.60424
C 1.82559 -4.56541 5.74388
C 1.56312 -4.06424 7.07531
O 1.84257 -4.58565 8.14361
H 0.56115 -2.23626 7.97214
H -0.24143 -1.27112 6.10866
H 1.66915 -4.31842 3.63775
H 2.35283 -5.50093 5.62891

Atoms 1-6, force components in eV/Å:
-0.287 1.190 0.724
-0.844 -1.982 -1.540
0.731 0.551 0.630
0.000 0.027 0.495
-0.014 0.338 -0.206
0.399 0.116 -0.065

Summary:
HOMO-LUMO gap (eV): 7.80
E_LUMO (eV): -2.32
SMILES string: O=C1C=CC(=O)C=C1.O=C1C=CC(=O)C=C1.O=C1C=CC(=O)C=C1.O=C1C=CC(=O)C=C1.O=C1C=CC(=O)C=C1.O=C1C=CC(=O)C=C1.C[N+](=O)[O-].C[N+](=O)[O-].C[N+](=O)[O-]

***

What are the energy relative to the best compared isomer or geometry (same formula, charge and spin) values for these records? In order: 139.5 144.4 152.8 kJ/mol.